No. 1
ORCA calculation (the ωB97M-V functional and the def2-TZVPD basis) on 10 unconnected molecules or ions with the total composition C38H76Br2O27.

Atoms and positions in Å:
Br1 -11.264 11.012 19.512
C1 -11.673 12.690 18.524
C2 -11.652 12.214 17.082
Br2 -12.221 13.772 15.917
H1 -10.878 13.342 18.828
H2 -12.630 13.040 18.923
H3 -12.467 11.470 16.892
H4 -10.747 11.777 16.715
C3 -6.173 17.112 14.069
C4 -5.738 16.921 15.502
O1 -5.154 18.098 16.066
C5 -6.004 18.936 16.606
O2 -7.219 18.746 16.652
O3 -5.393 20.027 17.060
C6 -6.311 20.965 17.602
H5 -5.295 17.400 13.508
H6 -7.043 17.715 14.066
H7 -6.386 16.150 13.654
H8 -4.979 16.172 15.610
H9 -6.620 16.622 16.056
H10 -5.825 21.481 18.403
H11 -7.262 20.546 17.921
H12 -6.618 21.702 16.864
C7 -9.454 14.080 28.542
C8 -9.471 15.556 28.159
O4 -9.842 15.769 26.784
C9 -9.181 15.164 25.730
O5 -9.720 14.916 24.653
O6 -7.974 14.825 26.128
C10 -7.252 14.063 25.111
H13 -9.580 13.953 29.623
H14 -8.567 13.558 28.297
H15 -10.372 13.648 28.119
H16 -8.529 16.062 28.377
H17 -10.310 16.045 28.664
H18 -7.884 13.223 24.848
H19 -6.279 13.741 25.461
H20 -7.119 14.681 24.248
C11 -13.513 11.679 26.309
C12 -12.118 11.390 25.774
O7 -11.126 11.103 26.856
C13 -9.904 11.098 26.262
O8 -9.649 11.362 25.094
O9 -8.987 10.755 27.177
C14 -7.721 10.399 26.606
H21 -14.181 11.770 25.436
H22 -13.639 12.649 26.815
H23 -13.935 10.905 26.932
H24 -11.756 12.228 25.150
H25 -12.074 10.502 25.148
H26 -7.229 11.312 26.332
H27 -7.971 9.819 25.716
H28 -7.156 9.754 27.259
C15 -5.981 10.381 22.834
C16 -4.519 10.230 22.961
O10 -3.787 11.500 22.824
C17 -3.819 12.302 23.908
O11 -4.207 12.016 24.982
O12 -3.218 13.442 23.603
C18 -3.444 14.480 24.529
H29 -6.472 10.788 23.732
H30 -6.403 9.377 22.630
H31 -6.249 10.990 21.978
H32 -4.036 9.617 22.212
H33 -4.159 9.859 23.929
H34 -3.049 14.243 25.528
H35 -4.473 14.773 24.617
H36 -2.831 15.318 24.168
C19 -17.865 17.177 27.657
C20 -16.485 16.748 28.100
O13 -15.866 16.111 26.905
C21 -14.541 16.098 27.006
O14 -13.965 16.809 27.784
O15 -13.968 15.305 26.105
C22 -12.539 15.282 25.946
H37 -17.809 18.029 26.971
H38 -18.417 17.399 28.572
H39 -18.421 16.373 27.158
H40 -16.564 16.000 28.898
H41 -15.827 17.582 28.427
H42 -12.307 14.717 25.027
H43 -12.042 14.701 26.728
H44 -12.135 16.299 25.855
C23 -6.664 12.308 16.287
C24 -6.072 11.113 17.068
O16 -5.146 10.376 16.323
C25 -4.369 9.582 17.114
O17 -4.313 9.683 18.295
O18 -3.711 8.776 16.303
C26 -2.699 8.047 16.979
H45 -7.252 11.893 15.465
H46 -5.877 12.977 15.878
H47 -7.318 12.922 16.896
H48 -6.882 10.433 17.345
H49 -5.621 11.453 18.034
H50 -3.126 7.562 17.877
H51 -1.909 8.758 17.180
H52 -2.262 7.335 16.288
C27 -6.324 18.428 25.597
C28 -6.749 18.378 24.134
O19 -5.926 19.130 23.202
C29 -4.910 18.471 22.694
O20 -4.561 17.344 22.994
O21 -4.296 19.239 21.771
C30 -3.090 18.742 21.176
H53 -6.451 19.387 26.089
H54 -5.264 18.139 25.708
H55 -6.867 17.665 26.171
H56 -7.772 18.722 23.916
H57 -6.725 17.344 23.788
H58 -2.316 18.622 21.932
H59 -2.875 19.476 20.400
H60 -3.249 17.786 20.737
C31 -5.620 16.737 19.216
C32 -6.736 15.713 19.122
O22 -7.374 15.509 20.387
C33 -8.102 14.380 20.363
O23 -8.325 13.710 19.401
O24 -8.515 14.188 21.580
C34 -9.361 13.151 21.852
H61 -5.176 16.857 18.240
H62 -4.776 16.395 19.830
H63 -5.948 17.734 19.517
H64 -6.324 14.738 18.794
H65 -7.518 15.993 18.432
H66 -10.258 13.176 21.263
H67 -9.586 13.150 22.901
H68 -8.763 12.255 21.689
C35 -9.788 17.137 16.183
C36 -10.300 17.622 17.533
O25 -10.079 16.625 18.556
C37 -10.779 16.878 19.673
O26 -11.320 17.942 19.957
O27 -10.676 15.820 20.408
C38 -11.032 15.883 21.780
H69 -8.734 16.866 16.211
H70 -9.946 17.865 15.401
H71 -10.346 16.232 15.923
H72 -11.378 17.802 17.505
H73 -9.825 18.506 17.883
H74 -10.206 16.233 22.402
H75 -11.408 14.918 22.048
H76 -11.844 16.628 21.868

Summary:
Max |F| (eV/A): 2.80
2S+1: 1
DFT total energy (eV): -236006.4828
SMILES string: CCOC(=O)OC.CCOC(=O)OC.CCOC(=O)OC.CCOC(=O)OC.CCOC(=O)OC.CCOC(=O)OC.CCOC(=O)OC.CCOC(=O)OC.CCOC(=O)OC.BrCCBr
HOMO (eV): -10.118
Frontier orbital gap (eV): 10.6

***

No. 2
ORCA calculation (the ωB97M-V functional and the def2-TZVPD basis) on 11 unconnected molecules or ions with the total composition C38H76O16S5.

Atoms and positions in Å:
C1 -3.149 0.962 4.254
C2 -3.264 0.040 3.051
O1 -3.228 0.491 1.936
C3 -2.966 -1.443 3.343
H1 -2.995 2.023 4.057
H2 -2.207 0.625 4.688
H3 -3.947 0.925 4.995
H4 -3.648 -1.578 4.182
H5 -1.919 -1.567 3.621
H6 -3.223 -2.235 2.640
C4 -0.673 0.551 -0.326
C5 0.612 -0.237 -0.240
O2 1.480 -0.185 -1.071
C6 0.867 -1.061 1.051
H7 -0.683 1.096 -1.270
H8 -0.802 1.330 0.426
H9 -1.550 -0.088 -0.430
H10 0.002 -1.183 1.702
H11 1.648 -0.500 1.564
H12 1.278 -2.024 0.750
C7 2.549 5.360 -0.382
C8 2.003 4.385 -1.445
O3 0.960 4.642 -2.108
C9 2.663 2.928 -1.504
H13 1.914 5.345 0.504
H14 2.550 6.385 -0.754
H15 3.524 5.105 0.032
H16 2.102 2.547 -2.358
H17 2.326 2.357 -0.639
H18 3.716 2.798 -1.751
C10 5.612 -0.289 -2.494
C11 5.289 -0.723 -1.098
O4 5.560 0.115 -0.212
C12 4.536 -2.057 -0.865
H19 6.042 0.710 -2.569
H20 4.632 -0.286 -2.971
H21 6.222 -1.076 -2.938
H22 3.918 -2.222 -1.749
H23 3.931 -2.097 0.041
H24 5.054 -3.015 -0.813
C13 0.124 -3.628 3.067
C14 0.259 -4.823 4.030
O5 -0.560 -5.729 4.192
C15 1.431 -4.664 4.958
H25 -0.465 -2.933 3.665
H26 -0.374 -3.924 2.144
H27 1.137 -3.349 2.777
H28 1.460 -5.531 5.617
H29 1.417 -3.749 5.550
H30 2.391 -4.732 4.445
C16 5.127 -1.016 2.528
C17 3.969 -1.858 3.081
O6 3.556 -2.903 2.682
C18 3.377 -1.534 4.376
H31 5.476 -1.543 1.640
H32 5.859 -0.900 3.327
H33 4.731 -0.061 2.183
H34 2.730 -2.363 4.662
H35 2.693 -0.690 4.282
H36 4.093 -1.325 5.170
C19 -5.112 0.292 -1.681
C20 -6.075 -0.622 -0.811
C21 -7.164 -1.080 -1.759
S1 -6.581 -1.113 -3.558
O7 -7.557 -0.367 -4.366
O8 -6.228 -2.455 -4.036
C22 -5.024 -0.211 -3.090
H37 -4.115 0.309 -1.240
H38 -5.419 1.332 -1.791
H39 -6.374 0.021 0.016
H40 -5.548 -1.403 -0.263
H41 -7.833 -0.221 -1.700
H42 -7.744 -1.970 -1.515
H43 -4.919 0.585 -3.827
H44 -4.210 -0.892 -3.337
C23 0.618 -0.822 -5.687
C24 1.384 0.464 -5.243
C25 0.411 1.439 -4.522
S2 -1.254 1.073 -5.183
O9 -1.787 2.165 -5.971
O10 -2.056 0.461 -4.113
C26 -0.678 -0.316 -6.290
H45 0.502 -1.309 -4.719
H46 1.140 -1.418 -6.436
H47 1.654 1.136 -6.058
H48 2.287 0.020 -4.824
H49 0.496 2.510 -4.706
H50 0.389 1.224 -3.453
H51 -0.506 0.255 -7.203
H52 -1.510 -1.012 -6.398
C27 -0.179 3.814 3.855
C28 -0.543 3.416 5.303
C29 0.607 2.469 5.706
S3 1.122 1.465 4.149
O11 0.533 0.167 4.185
O12 2.596 1.583 3.880
C30 0.194 2.569 3.092
H53 0.714 4.429 3.968
H54 -0.847 4.510 3.347
H55 -1.547 3.015 5.440
H56 -0.350 4.260 5.965
H57 0.411 1.621 6.363
H58 1.470 3.058 6.017
H59 -0.745 2.091 2.815
H60 0.784 2.653 2.179
C31 1.024 -5.473 0.019
C32 1.358 -6.239 -1.325
C33 2.428 -7.327 -0.941
S4 3.566 -6.632 0.443
O13 4.894 -6.276 -0.148
O14 3.400 -7.514 1.665
C34 2.477 -5.130 0.599
H61 0.589 -6.071 0.820
H62 0.406 -4.578 -0.049
H63 1.786 -5.490 -1.991
H64 0.413 -6.733 -1.550
H65 2.941 -7.851 -1.747
H66 1.941 -8.072 -0.312
H67 2.992 -4.375 0.004
H68 2.592 -4.823 1.639
C35 -2.741 5.108 -3.685
C36 -2.717 4.304 -2.371
C37 -2.143 5.276 -1.292
S5 -3.201 6.769 -1.565
O15 -2.330 7.978 -1.535
O16 -4.426 6.757 -0.770
C38 -3.611 6.304 -3.378
H69 -3.062 4.573 -4.578
H70 -1.836 5.609 -4.030
H71 -2.186 3.355 -2.454
H72 -3.710 4.085 -1.979
H73 -1.115 5.580 -1.488
H74 -2.043 4.892 -0.277
H75 -3.578 7.094 -4.129
H76 -4.682 6.108 -3.327

Summary:
Max |F| (eV/A): 4.18
2S+1: 1
DFT total energy (eV): -127567.7711
SMILES string: O=S1(=O)CCCC1.O=S1(=O)CCCC1.O=S1(=O)CCCC1.O=S1(=O)CCCC1.O=S1(=O)CCCC1.CC(C)=O.CC(C)=O.CC(C)=O.CC(C)=O.CC(C)=O.CC(C)=O
HOMO (eV): -9.568
Frontier orbital gap (eV): 9.5

***

No. 3
ORCA calculation (the ωB97M-V functional and the def2-TZVPD basis) on a molecular structure, C38H77Al2BBrCl6F9N4NaO8.

Atoms and positions in Å:
C1 -6.302 -0.736 1.142
C2 -5.879 0.519 1.887
O1 -5.009 1.292 1.077
C3 -3.855 1.785 1.688
C4 -2.677 1.988 0.703
C5 -1.948 3.275 1.067
C6 -0.415 3.224 1.159
C7 0.046 3.775 2.481
C8 1.555 3.933 2.527
C9 2.007 4.183 3.958
C10 2.452 2.940 4.748
C11 3.842 3.100 5.326
C12 3.892 4.094 6.485
C13 3.603 3.481 7.835
O2 2.435 2.676 7.751
C14 2.129 2.058 8.989
C15 -3.183 1.933 -0.759
N1 -3.051 0.507 -1.092
C16 -2.622 -0.150 -0.008
N2 -2.766 -1.405 0.310
C17 -2.155 -1.942 1.541
C18 -2.695 -3.337 1.824
C19 -1.718 -4.129 2.681
C20 -0.850 -5.111 1.898
C21 0.499 -4.563 1.454
C22 0.571 -3.753 0.152
C23 -0.308 -4.250 -0.982
C24 -0.111 -3.503 -2.298
C25 -0.068 -1.962 -2.243
C26 -0.831 -1.314 -3.412
O3 0.078 -0.740 -4.354
C27 -0.201 0.605 -4.695
N3 -1.901 0.737 0.813
H1 -6.611 -0.486 0.133
H2 -7.160 -1.157 1.657
H3 -5.505 -1.469 1.137
H4 -6.786 1.082 2.112
H5 -5.426 0.258 2.839
H6 -3.503 1.146 2.499
H7 -4.110 2.740 2.151
H8 -2.193 3.985 0.284
H9 -2.319 3.709 1.988
H10 0.019 2.231 1.040
H11 0.006 3.826 0.384
H12 -0.198 3.072 3.276
H13 -0.432 4.739 2.639
H14 1.865 4.782 1.920
H15 2.065 3.054 2.150
H16 2.897 4.819 3.903
H17 1.247 4.716 4.535
H18 1.744 2.758 5.544
H19 2.437 2.104 4.054
H20 4.214 2.147 5.691
H21 4.523 3.451 4.554
H22 3.158 4.888 6.333
H23 4.860 4.580 6.558
H24 4.436 2.858 8.162
H25 3.428 4.283 8.553
H26 1.053 1.964 9.097
H27 2.488 2.639 9.834
H28 2.579 1.075 9.067
H29 -4.230 2.186 -0.882
H30 -2.624 2.615 -1.396
H31 -3.749 0.076 -1.689
H32 -3.290 -2.062 -0.333
H33 -2.414 -1.277 2.354
H34 -1.075 -1.952 1.454
H35 -2.811 -3.823 0.859
H36 -3.654 -3.220 2.315
H37 -2.314 -4.711 3.376
H38 -1.085 -3.487 3.290
H39 -0.630 -5.924 2.582
H40 -1.433 -5.548 1.091
H41 0.873 -3.914 2.241
H42 1.200 -5.391 1.407
H43 1.601 -3.832 -0.193
H44 0.415 -2.697 0.350
H45 -1.355 -4.287 -0.691
H46 -0.026 -5.286 -1.160
H47 -0.872 -3.813 -3.008
H48 0.851 -3.835 -2.683
H49 -0.459 -1.566 -1.309
H50 0.962 -1.644 -2.349
H51 -1.501 -0.547 -3.050
H52 -1.389 -2.072 -3.959
H53 -1.214 0.715 -5.062
H54 0.472 0.947 -5.470
H55 -0.103 1.242 -3.815
H56 -0.988 0.766 0.348
B1 -5.590 4.292 4.639
F1 -5.871 2.912 4.796
F2 -4.468 4.385 3.761
F3 -6.677 4.941 4.059
F4 -5.250 4.870 5.861
C28 4.712 -1.205 12.532
C29 3.403 -1.283 11.772
O4 3.312 0.022 11.183
C30 4.571 0.527 11.088
O5 4.862 1.515 10.490
O6 5.448 -0.249 11.762
H57 5.243 -2.151 12.574
H58 4.587 -0.820 13.544
H59 3.423 -2.027 10.975
H60 2.547 -1.471 12.413
C31 -2.487 1.479 -8.149
Cl1 -2.449 2.538 -6.737
Cl2 -1.733 2.261 -9.534
Cl3 -1.697 -0.060 -7.786
H61 -3.520 1.273 -8.394
C32 0.143 -3.697 -6.070
O7 0.180 -3.456 -7.474
C33 0.999 -2.373 -7.868
C34 2.210 -2.893 -8.612
N4 3.099 -3.606 -7.680
C35 4.161 -4.356 -8.288
C36 3.891 -5.547 -9.218
O8 3.328 -6.560 -8.462
C37 1.914 -6.560 -8.294
H62 -0.632 -4.439 -5.892
H63 1.093 -4.097 -5.695
H64 -0.102 -2.784 -5.525
H65 1.289 -1.752 -7.014
H66 0.415 -1.749 -8.548
H67 2.753 -2.055 -9.072
H68 1.860 -3.548 -9.415
H69 2.550 -4.243 -7.110
H70 4.770 -4.747 -7.452
H71 4.780 -3.610 -8.836
H72 4.859 -5.898 -9.582
H73 3.299 -5.304 -10.108
H74 1.410 -6.201 -9.194
H75 1.624 -5.967 -7.426
H76 1.619 -7.586 -8.098
Na1 1.414 6.674 3.907
F5 3.620 -6.255 -6.242
Al1 5.123 -2.287 -7.609
F6 -0.591 8.272 -1.302
Al2 0.467 7.126 -0.728
F7 0.675 7.327 0.963
F8 1.972 7.256 -1.444
F9 -0.148 5.584 -1.002
Br1 -3.565 -2.607 -2.328
C38 -1.120 5.813 -8.123
Cl4 -1.523 6.209 -6.457
Cl5 -1.704 7.052 -9.231
Cl6 0.621 5.572 -8.313
H77 -1.610 4.883 -8.374

Summary:
Max |F| (eV/A): 1.54
2S+1: 1
DFT total energy (eV): -250913.2790
HOMO (eV): -11.054
Frontier orbital gap (eV): 1.4
Charge: +1